(1)
Density functional theory data (ωB97M-V with the def2-TZVPD basis set) for a molecular structure, C36H53BN7S7SiW.

The value obtained for the molar mass is 1031.1 g mol⁻¹. The calculation puts the HOMO-LUMO gap (alpha / beta) at 4.90 / 5.78 eV. The HOMO energy (alpha / beta) comes out at -9.4 / -9.7 eV. As for the spin multiplicity: 1. Its energy above the lowest of the compared OMol25 structures with the same formula, charge and spin is 0.0 kcal/mol. The charge is +1.

Structure (XYZ):
```
106
Properties=species:S:1:pos:R:3:lowdin_charge:R:1
W 0.694 1.606 -2.168 0.7533
C 3.683 1.386 2.483 -0.0366
C 2.600 0.442 2.082 -0.2407
C 2.352 -0.738 2.714 0.0870
C 1.337 -1.608 2.244 -0.1774
N 0.569 -1.254 1.246 0.2084
N 0.810 -0.101 0.632 -0.0122
B -0.205 0.418 -0.411 -0.7742
N -1.196 1.370 0.364 -0.0161
N -1.149 1.442 1.700 0.2078
C -2.098 2.101 2.313 -0.1915
C -3.167 2.688 1.589 0.0721
C -3.216 2.614 0.234 -0.2208
C -4.297 3.222 -0.591 -0.0366
C -2.138 1.929 -0.396 -0.5730
S -1.931 1.778 -2.086 0.6719
C -2.038 2.206 3.822 -0.5484
C -0.785 1.528 4.364 -0.0490
C -3.281 1.523 4.407 -0.0267
C -2.020 3.683 4.213 -0.0319
N -1.090 -0.806 -0.841 -0.0410
N -2.032 -1.161 0.030 0.1967
C -2.739 -2.225 -0.213 -0.1923
C -2.491 -3.015 -1.363 0.0831
C -1.546 -2.633 -2.272 -0.2160
C -1.252 -3.384 -3.528 -0.0435
C -0.842 -1.432 -1.977 -0.5597
S 0.306 -0.735 -3.054 0.7251
C -3.830 -2.585 0.774 -0.5407
C -3.949 -1.520 1.865 -0.0523
C -3.493 -3.936 1.416 -0.0234
C -5.158 -2.683 0.017 -0.0314
C 1.793 0.726 0.948 -0.5928
S 2.076 2.056 -0.094 0.7176
C 1.041 -2.972 2.861 -0.5381
C 2.196 -3.458 3.739 -0.0493
C -0.230 -2.842 3.709 -0.0313
C 0.802 -3.988 1.747 -0.0407
H 4.192 1.037 3.378 0.0910
H 3.273 2.377 2.671 0.0900
H 4.412 1.495 1.681 0.0860
H 2.962 -1.029 3.554 0.1239
H -3.945 3.208 2.127 0.1281
H -5.050 3.692 0.035 0.0886
H -4.773 2.463 -1.212 0.0898
H -3.879 3.966 -1.270 0.0940
H -0.756 0.484 4.092 0.0632
H -0.779 1.605 5.451 0.0939
H 0.118 1.998 3.980 0.0821
H -3.311 0.466 4.133 0.0788
H -4.202 1.988 4.066 0.0824
H -3.263 1.592 5.493 0.0932
H -1.155 4.188 3.790 0.0951
H -1.972 3.774 5.295 0.0928
H -2.915 4.203 3.880 0.0808
H -3.069 -3.911 -1.531 0.1289
H -1.862 -4.281 -3.594 0.0887
H -0.201 -3.667 -3.569 0.0896
H -1.447 -2.759 -4.397 0.0899
H -3.015 -1.409 2.417 0.0625
H -4.731 -1.811 2.562 0.0932
H -4.203 -0.548 1.450 0.0809
H -2.554 -3.880 1.964 0.0689
H -3.410 -4.732 0.681 0.0850
H -4.276 -4.216 2.115 0.0944
H -5.400 -1.738 -0.468 0.0941
H -5.960 -2.922 0.712 0.0930
H -5.139 -3.462 -0.744 0.0811
H 2.341 -2.832 4.616 0.0828
H 3.132 -3.502 3.184 0.0946
H 1.977 -4.462 4.099 0.0936
H -0.084 -2.152 4.534 0.0849
H -0.498 -3.810 4.124 0.0935
H -1.062 -2.480 3.101 0.0596
H 1.684 -4.094 1.119 0.0909
H -0.028 -3.693 1.118 0.0613
H 0.578 -4.959 2.185 0.0925
S 0.586 3.969 -1.760 0.0416
S 0.097 5.036 -3.474 0.0277
S -1.059 3.822 -4.589 -0.0001
S -0.242 1.998 -4.509 0.0730
C 3.919 -1.099 -4.169 -0.1630
Si 3.733 0.030 -2.696 0.4267
C 3.421 -1.062 -1.210 -0.1634
C 5.300 0.990 -2.415 -0.1465
N 2.431 1.260 -3.017 -0.3476
C 2.858 2.110 -4.095 -0.4518
C 2.862 1.639 -5.406 -0.0966
C 3.303 2.447 -6.438 -0.0585
C 3.744 3.742 -6.176 -0.0692
C 3.730 4.212 -4.876 -0.0719
C 3.293 3.403 -3.838 -0.0858
H 4.511 -1.959 -3.863 0.0393
H 4.439 -0.625 -4.990 0.0334
H 2.963 -1.467 -4.531 0.0197
H 4.114 -1.892 -1.287 0.0431
H 2.422 -1.483 -1.162 0.0092
H 3.643 -0.547 -0.288 0.0116
H 6.110 0.312 -2.166 0.0400
H 5.177 1.686 -1.585 0.0309
H 5.597 1.561 -3.292 0.0404
H 2.499 0.645 -5.612 0.1016
H 3.290 2.070 -7.450 0.1092
H 4.085 4.375 -6.980 0.1056
H 4.066 5.216 -4.656 0.1110
H 3.294 3.779 -2.813 0.0975
```

***

(2)
Density functional theory data (ωB97M-V with the def2-TZVPD basis set) for 2 unconnected molecules or ions with the total composition C4H7NO.

The value obtained for the molar mass is 85.1 g mol⁻¹. The calculation puts the HOMO-LUMO gap at 7.95 eV. The HOMO energy comes out at -7.7 eV. As for the spin multiplicity: 1. Its energy above the lowest of the compared OMol25 structures with the same formula, charge and spin is 44.9 kcal/mol. The charge is 0.

Structure (XYZ):
```
13
Properties=species:S:1:pos:R:3:lowdin_charge:R:1
C 0.230 -1.266 -1.545 -0.1469
C -0.504 -0.115 -1.227 -0.0734
N -0.206 0.141 0.155 -0.0061
C 0.791 -0.707 0.571 -0.1173
C 0.937 -1.707 -0.443 -0.1221
H 0.101 -1.887 -2.388 0.0745
H -1.070 0.571 -1.795 0.0833
H -0.395 1.056 0.452 0.0171
H 1.153 -0.760 1.575 0.0876
H 1.766 -2.367 -0.487 0.0749
H -0.477 2.898 1.523 0.0982
H -1.196 1.977 2.298 0.1050
O -1.129 2.165 1.310 -0.0747
```

***

(3)
Density functional theory data (ωB97M-V with the def2-TZVPD basis set) for a single C5H3NO molecule.

The value obtained for the molar mass is 93.1 g mol⁻¹. The calculation puts the HOMO-LUMO gap (alpha / beta) at 7.33 / 7.24 eV. The HOMO energy (alpha / beta) comes out at -8.3 / -8.5 eV. As for the spin multiplicity: 1. Its energy above the lowest of the compared OMol25 structures with the same formula, charge and spin is 116.2 kcal/mol. The charge is 0.

Structure (XYZ):
```
10
Properties=species:S:1:pos:R:3:lowdin_charge:R:1
C -1.014 -1.632 -1.782 -0.2969
C 0.506 0.799 0.847 -0.1278
C -1.169 -0.780 -0.687 -0.1049
C 0.006 -0.161 -0.136 -0.0356
C 1.363 1.590 1.493 -0.0068
N -1.014 -2.287 -2.731 0.1490
O 0.079 1.721 1.985 -0.0289
H -2.142 -0.784 -0.072 0.1338
H 0.982 -0.419 -0.778 0.1566
H 2.404 1.955 1.862 0.1615
```